8
Properties=species:S:1:pos:R:3:forces:R:3 method="wB97M-V/def2-TZVPD" e_above_lowest_kcal_mol=76.8 e_homo_ev=-10.44
C -0.5659 0.0409 -1.5703 0.007 3.621 -1.586
C -0.8678 -1.1449 -0.8379 0.004 -3.268 -1.683
O -0.7454 0.8566 -2.4464 -0.063 -1.831 1.381
Cl 1.9710 -0.7890 -0.7674 0.677 -0.551 -0.784
Cl -0.3482 -2.7234 -2.2409 -0.419 2.130 1.945
Cl -2.3045 -1.7016 -0.0702 0.664 0.605 0.130
C 0.3416 -0.2540 -0.4354 1.241 -0.922 1.381
H 0.6299 0.1681 0.5630 -2.110 0.216 -0.783